56
Properties=species:S:1:pos:R:3:mulliken_charge:R:1 method="wB97M-V/def2-TZVPD" max_force_ev_per_a=0.668 gap_ev=6.085 e_above_lowest_kcal_mol=0.00 charge=-1
Ba -1.65 -0.32 0.69 2.043
O -4.06 -0.38 -0.42 -0.789
C -3.97 0.85 -0.68 -0.321
O -3.75 1.73 0.19 -0.594
C -3.99 1.23 -2.17 0.308
C -4.20 2.72 -2.45 0.024
C -4.71 2.90 -3.89 -0.955
C -3.42 2.58 -4.70 -0.876
C -2.41 2.34 -3.56 -0.105
O -2.87 3.24 -2.55 -0.480
C -2.65 0.95 -2.95 0.441
C -1.48 0.45 -2.10 -0.699
O -0.83 1.30 -1.43 -0.392
O -1.31 -0.79 -2.00 -0.766
H -4.78 0.63 -2.62 0.339
H -4.75 3.25 -1.68 0.610
H -5.02 3.93 -4.05 0.313
H -5.54 2.24 -4.14 0.384
H -3.12 3.42 -5.33 0.310
H -3.52 1.70 -5.33 0.338
H -1.37 2.56 -3.78 0.629
H -2.83 0.20 -3.73 0.458
N 2.93 2.14 0.88 0.028
C 3.66 1.00 1.10 0.318
C 5.03 0.76 1.18 -1.212
C 5.43 -0.54 1.42 -0.285
C 4.49 -1.57 1.57 -0.553
C 3.13 -1.32 1.49 -0.087
C 2.71 -0.02 1.26 -0.004
N 1.43 0.51 1.15 -0.030
C 1.61 1.78 0.93 -0.055
C 0.54 2.75 0.71 0.058
C 0.64 3.88 -0.04 -0.415
S -0.88 4.62 -0.18 -0.147
C -1.55 3.41 0.83 -0.093
N -0.71 2.50 1.24 -0.460
H 3.27 3.08 0.79 0.225
H 5.76 1.56 1.06 0.355
H 6.48 -0.77 1.49 0.364
H 4.83 -2.58 1.76 0.465
H 2.40 -2.11 1.60 0.518
H 1.49 4.23 -0.60 0.372
H -2.60 3.39 1.06 0.640
O 0.17 -3.17 3.75 -0.544
B -0.31 -2.64 2.50 -0.793
O 0.37 -3.42 1.49 -0.250
C 1.17 -4.33 2.11 0.431
C 2.02 -5.27 1.56 -0.700
C 2.76 -6.06 2.44 -0.526
C 2.64 -5.90 3.82 -0.449
C 1.78 -4.94 4.36 -0.883
C 1.06 -4.17 3.48 0.910
H 2.11 -5.38 0.49 0.433
H 3.44 -6.81 2.05 0.367
H 3.23 -6.53 4.48 0.369
H 1.69 -4.81 5.43 0.414

68
Properties=species:S:1:pos:R:3:mulliken_charge:R:1 method="wB97M-V/def2-TZVPD" max_force_ev_per_a=6.912 gap_ev=1.900 e_above_lowest_kcal_mol=301.18 charge=-1
Mg 2.67 -1.12 2.07 1.534
N 9.16 -3.96 0.93 -0.318
S 10.09 -4.52 -0.16 1.173
O 10.38 -3.54 -1.17 -0.559
O 9.85 -5.96 -0.42 -0.545
F 11.44 -4.46 0.73 -0.270
S 7.76 -4.25 -0.03 1.131
O 7.62 -4.37 -1.44 -0.482
O 6.70 -3.43 0.55 -0.673
F 7.49 -5.74 0.51 -0.229
N 3.38 -1.29 5.70 -0.213
S 4.39 -2.42 6.51 1.029
O 3.94 -2.92 7.81 -0.482
O 5.80 -2.32 6.24 -0.540
F 3.89 -3.56 5.53 -0.260
S 2.98 -0.56 7.05 1.016
O 3.90 -0.13 8.09 -0.533
O 1.66 -0.84 7.47 -0.553
F 2.69 0.84 6.34 -0.306
N -0.34 -1.14 0.12 -0.216
S -1.79 -0.15 0.19 0.989
O -2.92 -0.83 0.77 -0.510
O -2.03 0.83 -0.91 -0.526
F -1.23 0.70 1.38 -0.249
S -0.94 -1.91 -1.13 1.004
O -0.90 -1.20 -2.40 -0.553
O -2.04 -2.86 -0.97 -0.532
F 0.41 -2.82 -1.28 -0.327
Cl 3.18 -3.35 -7.34 -0.182
C 1.98 -2.39 -8.26 -0.487
C 2.23 -2.23 -9.84 -0.378
Cl 1.04 -1.09 -10.71 -0.205
H 1.96 -1.42 -7.76 0.317
H 1.00 -2.81 -8.00 0.333
H 2.07 -3.23 -10.24 0.293
H 3.24 -1.86 -9.98 0.311
Cl 3.27 8.64 -0.06 -0.178
C 1.46 8.59 -0.23 -0.416
C 0.70 8.12 1.03 -0.425
Cl 1.31 6.67 1.76 -0.165
H 1.18 8.00 -1.10 0.308
H 1.09 9.58 -0.50 0.298
H -0.36 7.97 0.83 0.307
H 0.79 8.86 1.83 0.271
Cl -8.14 3.43 2.35 -0.194
C -8.75 1.88 2.94 -0.462
C -8.98 0.87 1.83 -0.384
Cl -9.54 -0.70 2.41 -0.204
H -9.67 2.10 3.48 0.301
H -8.18 1.52 3.79 0.339
H -8.06 0.72 1.26 0.303
H -9.72 1.17 1.08 0.301
Cl -2.10 -5.53 3.90 -0.192
C -3.67 -5.00 4.58 -0.430
C -3.48 -4.17 5.83 -0.400
Cl -5.01 -3.51 6.56 -0.206
H -4.33 -5.87 4.67 0.335
H -4.09 -4.40 3.78 0.295
H -2.91 -3.26 5.62 0.281
H -2.95 -4.83 6.52 0.318
Cl -3.97 7.33 -6.05 -0.188
C -3.21 5.70 -6.23 -0.447
C -4.22 4.51 -6.18 -0.412
Cl -5.39 4.62 -7.53 -0.179
H -2.50 5.70 -5.40 0.310
H -2.77 5.68 -7.22 0.300
H -4.69 4.46 -5.20 0.307
H -3.83 3.49 -6.28 0.309